(1)
118
Properties=species:S:1:pos:R:3:forces:R:3 method="wB97M-V/def2-TZVPD" gap_ev="4.7 / 5.3" lumo_ev="-7.42 / -6.85" total_charge=+2 e_tot_ev=-105164.7209 fmax_ev_per_a=0.44
Sn -0.72380 0.11237 0.40287 0.3 0.0 -0.3
N -1.53233 -3.09750 3.55338 0.0 0.0 0.0
C -1.43123 -1.96161 2.84184 0.0 -0.1 0.0
S -1.84106 -2.06515 1.15002 -0.1 0.0 -0.1
N -1.04492 -0.89836 3.50081 0.1 0.0 -0.2
N -0.94124 0.22386 2.73744 -0.1 0.0 0.0
C -0.87135 1.32428 3.38072 -0.1 0.2 0.0
C -0.75711 2.59528 2.65867 0.0 -0.1 0.1
C -0.78294 3.81284 3.31852 0.0 0.0 0.0
C -0.71787 4.97336 2.56218 0.0 0.0 0.0
C -0.62163 4.87686 1.18386 0.0 0.0 0.0
C -0.59742 3.61544 0.60923 0.0 0.0 0.1
N -0.66307 2.50199 1.32992 0.0 0.0 -0.1
H -1.96995 -3.90507 3.14750 0.0 0.0 0.0
H -1.43510 -3.04490 4.55493 0.0 0.0 0.0
H -0.92343 1.31516 4.46528 0.0 0.0 0.0
H -0.86240 3.84682 4.39668 0.0 0.0 0.0
H -0.74829 5.94105 3.04369 0.0 0.0 0.0
H -0.57628 5.75891 0.56050 0.0 0.0 0.0
H -0.53760 3.48538 -0.46112 0.0 0.0 -0.2
C 2.51871 0.14504 3.26812 -0.1 0.0 0.0
C 2.61626 -1.19561 2.52980 0.0 0.1 0.0
C 4.06571 -1.68983 2.53971 0.0 0.0 0.0
P 1.78425 -1.10724 0.88277 0.0 -0.1 0.1
C 2.89942 -0.39530 -0.40125 0.0 0.1 0.0
C 4.08334 -1.26412 -0.82652 0.0 0.0 0.0
C 3.34300 1.01514 -0.00642 0.0 0.0 0.0
C 1.57521 -2.82481 0.33964 -0.1 0.0 0.0
C 1.99672 -3.91594 1.08452 0.0 0.1 0.0
C 1.93951 -5.21736 0.58670 0.0 -0.1 0.0
C 2.41549 -6.37583 1.40824 0.0 0.0 0.0
C 1.46994 -5.42266 -0.72156 0.0 0.0 0.0
C 0.96845 -4.37933 -1.45222 0.0 -0.1 0.0
C 0.91980 -3.07175 -0.90456 -0.1 0.1 -0.1
N 0.26003 -2.04012 -1.47972 0.0 -0.1 0.0
C -0.72027 -2.24946 -2.42380 0.2 -0.2 0.1
C -1.63193 -3.32778 -2.43832 0.0 0.1 0.0
C -2.67096 -3.31544 -3.33627 0.0 -0.1 0.0
C -2.83560 -2.28189 -4.27519 0.0 0.0 0.0
C -4.00157 -2.29421 -5.22014 0.0 0.0 0.0
C -1.91860 -1.24337 -4.28532 -0.1 0.2 0.0
C -0.86708 -1.21764 -3.37466 0.2 -0.1 0.1
P 0.46671 -0.05772 -3.20357 -0.2 0.1 0.0
C 1.97657 -0.83778 -3.93509 0.1 0.0 0.1
C 1.74890 -1.48174 -5.30257 0.0 0.0 0.0
C 3.13475 0.16140 -3.96626 0.0 0.0 0.0
C 0.00989 1.51767 -4.03005 0.0 0.0 0.0
C 0.07535 1.53508 -5.56038 0.0 0.0 0.0
C 0.80368 2.68213 -3.43202 0.0 0.1 -0.1
H 2.81205 0.00646 4.30940 0.0 0.0 0.0
H 1.50664 0.54809 3.25863 0.1 0.0 0.0
H 3.18762 0.88709 2.83509 0.0 0.0 0.0
H 1.97777 -1.90603 3.06724 0.0 0.0 0.0
H 4.73942 -0.90489 2.19600 0.0 0.0 0.0
H 4.23593 -2.57174 1.92516 0.0 0.0 0.0
H 4.35329 -1.93354 3.56395 0.0 0.0 0.0
H 2.21596 -0.30003 -1.25398 0.0 0.0 0.1
H 4.84733 -1.31203 -0.05425 0.0 0.0 0.0
H 4.54937 -0.82855 -1.71306 0.0 0.0 0.0
H 3.78546 -2.28339 -1.07540 0.0 0.0 0.0
H 4.09724 0.98984 0.77959 0.0 0.0 0.0
H 2.50957 1.63246 0.34067 0.0 0.0 0.0
H 3.79074 1.51415 -0.86767 0.0 0.0 0.0
H 2.42341 -3.77250 2.06770 0.0 0.0 0.0
H 2.98827 -6.05064 2.27430 0.0 0.0 0.0
H 3.02934 -7.05190 0.81326 0.0 0.0 0.0
H 1.56034 -6.95410 1.76708 0.0 0.0 0.0
H 1.50230 -6.41709 -1.14845 0.0 0.0 0.0
H 0.60953 -4.54108 -2.46018 0.0 0.0 0.0
H -1.56183 -4.10930 -1.69576 0.0 0.0 0.1
H -3.39530 -4.12082 -3.31543 0.0 0.0 0.0
H -4.29867 -3.31014 -5.47547 0.0 0.0 0.0
H -3.77488 -1.75734 -6.14003 0.0 0.0 0.0
H -4.86296 -1.81004 -4.75370 0.0 0.0 0.0
H -2.02929 -0.45081 -5.01486 0.0 0.0 0.0
H 2.21225 -1.62432 -3.21048 0.0 0.0 0.0
H 1.56700 -0.73446 -6.07363 0.0 0.0 0.0
H 0.91602 -2.18482 -5.29725 0.0 0.0 0.0
H 2.64949 -2.03078 -5.58477 0.0 0.0 0.0
H 2.95917 0.94644 -4.70141 0.0 0.0 0.0
H 4.05068 -0.35477 -4.25607 0.0 0.0 0.0
H 3.30782 0.63267 -2.99645 0.0 0.0 -0.1
H -1.03409 1.61227 -3.70776 0.0 0.1 0.0
H 1.10597 1.57762 -5.91346 0.0 0.0 0.0
H -0.42939 2.43176 -5.92685 0.0 0.0 0.0
H -0.40316 0.67246 -6.02093 0.0 0.0 0.0
H 1.86630 2.60604 -3.65888 0.0 0.0 0.0
H 0.69708 2.72657 -2.35096 0.0 0.0 0.1
H 0.44857 3.62581 -3.85284 0.0 0.0 0.0
C -6.93104 4.03001 -3.78941 0.0 0.0 0.0
C -6.56844 4.81326 -2.53180 0.0 0.0 0.0
C -6.33726 3.92278 -1.32095 0.0 -0.1 -0.1
N -5.18609 3.02487 -1.51448 0.0 0.0 0.0
C -4.26437 2.65147 -0.64015 0.2 0.0 0.2
S -3.39839 1.20642 -0.83261 -0.1 0.0 -0.1
N -4.00980 3.42785 0.46791 -0.1 0.0 0.1
C -4.00909 4.82077 0.68996 0.1 -0.1 -0.1
O -4.00610 5.21304 1.82921 0.0 0.0 0.0
C -3.85990 5.72556 -0.48375 0.0 0.0 0.1
C -3.04932 5.38148 -1.56223 0.0 0.0 0.0
C -2.84215 6.29328 -2.58611 0.0 0.0 0.0
C -3.45860 7.53740 -2.54131 0.0 0.0 0.0
C -4.26736 7.87930 -1.46463 0.0 0.0 0.0
C -4.45659 6.98046 -0.42729 0.0 0.0 0.0
H -7.18217 4.70454 -4.60636 0.0 0.0 0.0
H -7.79373 3.38274 -3.61928 0.0 0.0 0.0
H -6.10182 3.40942 -4.14017 0.0 0.0 0.0
H -7.37789 5.50059 -2.27954 0.0 0.0 0.0
H -5.67718 5.41833 -2.70717 0.0 0.1 0.0
H -7.21179 3.28881 -1.15031 0.0 0.0 0.0
H -6.18716 4.51543 -0.42736 0.0 0.0 0.1
H -5.25070 2.40063 -2.30668 0.0 0.0 0.0
H -3.67448 2.90870 1.26763 0.0 0.0 0.0
H -2.56252 4.41333 -1.59229 0.0 0.0 0.0
H -2.20452 6.03568 -3.42198 0.0 0.0 0.0
H -3.30026 8.24672 -3.34273 0.0 0.0 0.0
H -4.73862 8.85200 -1.42746 0.0 0.0 0.0
H -5.06177 7.24160 0.43158 0.0 0.0 0.0

(2)
117
Properties=species:S:1:pos:R:3:forces:R:3 method="wB97M-V/def2-TZVPD" gap_ev=7.6 lumo_ev=-10.82 total_charge=+4 e_tot_ev=-314878.2367 fmax_ev_per_a=1.51
Hf 1.41319 -1.87722 0.64870 -0.2 1.0 -1.1
C 1.65016 -2.85363 4.81912 0.2 -0.1 -0.1
As 1.08023 -1.70618 3.36801 -0.6 -0.3 1.2
C 1.40663 0.04500 4.12956 0.1 0.1 -0.2
C -0.85341 -1.94508 3.46615 0.1 0.0 -0.1
C -1.53673 -1.44376 4.56734 0.0 0.0 0.0
C -2.90491 -1.63366 4.69729 0.0 0.0 0.0
C -3.60442 -2.32810 3.72041 0.0 0.0 0.0
C -2.92848 -2.85468 2.62890 0.0 0.0 0.0
C -1.55415 -2.67704 2.49856 0.0 0.0 0.0
As -0.63571 -3.58616 1.04545 -0.7 -0.6 1.0
C -0.38124 -5.36192 1.77587 0.2 -0.1 -0.1
C -1.99146 -3.92052 -0.28404 0.2 0.1 -0.3
H 1.10275 -2.55302 5.70851 0.0 0.0 0.1
H 2.71817 -2.74084 4.99162 0.0 0.0 0.0
H 1.42826 -3.89276 4.59073 0.0 0.0 0.0
H 0.72500 0.20874 4.95797 0.0 0.0 0.1
H 1.27712 0.82633 3.38501 0.0 0.0 0.0
H 2.42741 0.05976 4.50629 0.0 0.0 0.0
H -1.00716 -0.91538 5.34978 0.0 0.0 0.0
H -3.42036 -1.24904 5.56763 0.0 0.0 0.0
H -4.67182 -2.47968 3.81645 0.0 0.0 0.0
H -3.48180 -3.42063 1.89088 0.0 0.0 0.0
H -1.33769 -5.68415 2.18078 0.0 0.0 0.0
H 0.37296 -5.38047 2.55801 0.0 0.1 0.0
H -0.08227 -6.03010 0.97016 0.0 -0.1 0.0
H -2.65563 -4.68571 0.10719 -0.1 0.0 0.0
H -1.51449 -4.28923 -1.19057 0.0 0.0 0.0
H -2.54041 -3.01193 -0.51400 0.0 0.0 0.0
C -0.86887 4.89967 -1.43151 -0.1 0.0 -0.1
C -2.13977 4.14942 -1.00255 0.3 0.0 -0.1
C -2.17464 2.82609 -1.79760 -0.1 0.0 0.0
C -3.37368 5.01388 -1.34933 -0.1 0.0 0.1
Si -2.21958 3.83819 0.84061 -0.1 0.1 0.0
Br 0.21860 0.27871 0.44080 0.0 0.1 0.1
C -3.62238 2.82874 1.54697 0.0 -0.3 -0.1
C -4.37133 2.01243 0.48284 -0.1 0.0 0.0
C -3.14953 1.84264 2.63594 0.0 0.0 0.0
C -4.59274 3.86979 2.15732 0.1 0.1 0.0
C -0.99056 4.66403 1.97614 0.0 0.0 0.2
C 0.45845 4.38599 1.52044 0.0 0.1 0.0
C -1.28843 6.18309 1.90859 -0.1 0.0 0.0
C -1.12625 4.21782 3.43873 0.0 0.1 0.1
H -0.97335 5.15915 -2.48863 0.0 0.0 0.0
H 0.02314 4.27959 -1.32894 0.0 0.0 0.0
H -0.71538 5.83193 -0.89237 0.0 0.0 0.0
H -1.95848 3.06243 -2.84379 0.0 0.0 0.0
H -3.14633 2.34292 -1.76354 0.0 0.0 0.0
H -1.41429 2.11192 -1.45954 0.0 0.1 0.0
H -3.39188 5.16800 -2.43206 0.0 0.0 0.0
H -3.33046 6.00170 -0.88209 0.0 0.0 0.0
H -4.31935 4.54678 -1.06950 0.0 0.0 0.0
H -3.75161 1.21322 0.06979 0.0 0.0 0.0
H -4.75196 2.62289 -0.33442 0.0 0.0 0.0
H -5.23779 1.54875 0.96252 0.0 0.0 0.0
H -2.30998 1.21678 2.31080 -0.1 0.0 0.0
H -3.98524 1.17492 2.86505 0.0 0.0 0.0
H -2.87246 2.34221 3.55904 0.0 0.0 0.0
H -5.03880 4.51751 1.39747 0.0 0.0 0.0
H -4.12106 4.50502 2.91190 0.0 0.0 0.0
H -5.40938 3.33221 2.64809 0.0 0.0 0.0
H 0.72635 4.94987 0.63138 0.0 0.0 0.0
H 0.64849 3.32312 1.32717 0.0 0.0 0.1
H 1.12787 4.70394 2.32460 0.0 0.0 0.0
H -1.23311 6.59308 0.90022 0.0 0.0 0.0
H -0.54101 6.70447 2.51348 0.0 0.0 0.0
H -2.27026 6.42860 2.32275 0.0 0.0 0.0
H -0.83031 3.17681 3.58224 0.0 0.0 0.0
H -2.13339 4.35526 3.83232 0.0 0.0 0.0
H -0.46196 4.84145 4.04333 0.0 0.0 0.0
O 1.38402 -2.36140 -1.18763 0.4 0.0 -0.8
As 1.38230 -2.15952 -2.95438 -0.1 -0.2 0.0
C -0.39210 -2.55651 -3.46542 0.1 0.0 -0.1
C -1.34658 -1.61214 -3.07966 -0.1 -0.1 -0.1
C -2.66861 -1.80650 -3.44301 0.0 0.0 0.0
C -3.03027 -2.92839 -4.18491 0.0 0.0 0.0
C -2.07495 -3.86440 -4.55975 0.0 0.0 0.0
C -0.74591 -3.68514 -4.20152 -0.1 0.0 0.1
C 2.82577 -3.23297 -3.52983 -0.1 -0.1 0.0
C 2.72318 -4.12041 -4.59743 0.1 0.1 0.0
C 3.84274 -4.85146 -4.96861 0.0 0.0 0.0
C 5.04068 -4.68742 -4.28841 0.0 0.0 0.0
C 5.13896 -3.78033 -3.23642 0.0 0.0 0.0
C 4.03141 -3.04524 -2.85300 0.0 -0.1 -0.1
C 1.70083 -0.31855 -3.26574 0.0 0.0 0.1
C 1.07095 0.26928 -4.35936 0.0 0.1 0.0
C 1.38336 1.58071 -4.69181 0.0 0.0 0.0
C 2.32123 2.28285 -3.94680 0.0 0.0 0.0
C 2.94964 1.68522 -2.85763 0.0 0.0 0.0
C 2.64333 0.37943 -2.51525 0.0 0.0 -0.1
H -1.06137 -0.72982 -2.51791 0.0 0.0 0.0
H -3.41869 -1.07564 -3.16884 0.0 0.0 0.0
H -4.06238 -3.06955 -4.47949 0.0 0.0 0.0
H -2.36133 -4.73155 -5.14035 0.0 0.0 0.0
H -0.01622 -4.42751 -4.48561 0.0 0.0 0.0
H 1.80814 -4.22901 -5.15832 0.0 0.0 0.0
H 3.77980 -5.54302 -5.79825 0.0 0.0 0.0
H 5.91057 -5.25570 -4.59054 0.0 0.0 0.0
H 6.08625 -3.63959 -2.73248 0.0 0.0 0.0
H 4.11400 -2.31641 -2.05505 0.0 0.0 0.0
H 0.35774 -0.28364 -4.95724 0.0 0.0 0.0
H 0.90479 2.04592 -5.54363 0.0 0.0 0.0
H 2.58302 3.29505 -4.22859 0.0 0.0 0.0
H 3.69453 2.23518 -2.29706 0.0 0.0 0.0
H 3.15174 -0.09440 -1.68417 0.0 0.0 0.0
N 6.47316 0.63913 1.04162 0.0 -0.1 0.0
C 5.67959 -0.42688 0.95899 0.2 0.0 0.0
C 4.26703 -0.33095 0.96105 -0.1 0.1 0.1
N 3.53346 -1.43696 0.88597 0.7 -0.1 0.1
C 4.13303 -2.63605 0.80407 0.0 -0.1 0.1
C 5.51832 -2.71272 0.79352 0.2 0.1 0.0
N 6.26933 -1.63262 0.86214 -0.1 0.0 0.0
H 6.12712 1.57659 1.14950 0.0 0.0 0.0
H 7.47300 0.49560 1.04324 0.0 0.0 0.0
H 3.74947 0.61713 1.02718 0.0 0.0 0.0
H 3.51475 -3.53416 0.73921 0.0 0.0 0.0
H 6.02419 -3.66951 0.72529 0.0 0.0 0.0